Record 1
Formula: C14H11BBaClF4NO4
Source: the OMol25 dataset
Level of theory: ωB97M-V with the def2-TZVPD basis set

Energy   -1806.165732 Eh
Energy above the lowest of the compared OMol25 structures with the same formula, charge and spin   0.00 kcal/mol

Geometry as ORCA input:
```
! RIJCOSX wB97M-V def2-TZVPD def2/J DEFGRID3
* xyz 0 1
F -3.2566 1.6664 -1.0574
H 1.7201 -2.1807 -0.5574
H 2.8852 -0.9751 3.3822
N -0.7828 -0.3459 -0.3641
C 2.4992 -0.1878 -0.3756
H 3.5564 1.2145 2.5228
C 3.0180 0.8226 0.4672
H -3.6621 -2.8941 -0.4441
F -1.4487 2.9656 -1.6577
C 3.2924 2.1236 -0.0224
O 0.3045 0.6034 -2.6617
O -1.2312 -0.5191 3.1955
C -0.7213 -0.1812 2.0193
C -0.6631 -0.1100 -2.7272
Cl 1.6574 -3.2363 2.1022
C -2.8533 -2.1773 -0.4264
O -1.2999 -0.4455 -3.8454
C -1.3029 -0.8161 0.7643
H -2.7204 -1.9627 -2.5696
C -2.3389 -1.7379 0.7856
H -0.8566 -0.0082 -4.5884
C 2.7764 -0.7498 2.3295
H 3.8511 2.8050 0.6101
F -2.1116 2.8430 0.5440
H 2.4331 -0.0134 -1.4438
H -1.9244 -1.1803 3.1083
H 3.5980 2.1822 -1.0655
C -1.2972 -0.7530 -1.5140
Ba 0.4209 2.2023 -0.1836
O 0.1521 0.6400 1.9276
F -3.4194 3.9793 -0.9903
C 2.1124 -1.4280 0.1161
H -2.7569 -2.1264 1.7041
C 2.2271 -1.7031 1.4646
C 3.1431 0.4786 1.8428
B -2.6663 2.8766 -0.7862
C -2.3339 -1.6713 -1.6055
*
```

***

Record 2
Formula: C48H57N6OP2PdSSi
Source: the OMol25 dataset
Level of theory: ωB97M-V with the def2-TZVPD basis set

Energy   -3764.414694 Eh

Geometry as ORCA input:
```
! RIJCOSX wB97M-V def2-TZVPD def2/J DEFGRID3
* xyz 3 5
H 0.7055 6.0860 0.0441
C 0.1253 1.9948 -6.3763
C -3.0371 -1.9325 4.6405
H -1.0885 6.8822 1.5387
C -1.2032 3.2991 0.1067
C -3.2324 -3.7594 -1.6777
H -4.1031 -1.8879 -1.0067
H -5.8259 -0.1038 0.5364
Si 1.5986 -2.0644 2.8735
H -2.8806 -2.4590 -3.3608
H -1.3817 0.8238 -2.7491
C -3.1175 1.4630 -0.7621
H -3.3456 -0.0237 0.7496
C 3.7775 0.7894 0.4634
H -3.2143 3.0277 -2.2525
C -3.3708 -2.6303 -0.6668
H 2.5721 1.3205 -2.4198
H 1.3795 -2.5968 -5.4153
N 0.5660 1.5907 -2.7350
H 3.0337 3.6707 -5.9429
H 0.0428 -1.8513 4.8799
N 1.1293 -0.4414 2.3808
C -2.2164 3.7559 0.9531
C 2.4402 0.7549 4.0272
C -5.8833 1.3820 -1.0015
C 1.2529 2.7440 -6.7001
O -2.0759 -2.0078 -0.5931
S -1.6706 1.1189 2.7471
H -0.4887 -2.8987 -1.5508
C 1.7013 3.1337 2.7736
C 1.4861 -1.5801 -3.5394
H -4.0250 -3.6804 3.9511
H 2.2848 -3.0487 -0.5971
Pd -0.4301 -0.3955 0.7416
C 4.4095 -1.1012 -0.8780
H 1.2330 -0.6252 -3.9725
H 3.5824 1.9710 5.3369
C 1.9657 2.6645 -4.4054
H 3.7598 -3.2841 2.9697
H -1.0535 -1.3631 -2.2684
H -2.9184 1.0001 5.5445
H 1.4125 3.0719 -7.7141
H 2.4058 -5.0315 -2.0583
C -0.1120 5.4327 0.3030
H 5.3560 1.7455 1.5398
N -2.8179 0.1443 5.0184
H -6.9546 1.3483 -1.1036
C -5.2455 0.5610 -0.0856
C -0.1433 4.1478 -0.2097
H 1.4032 4.0604 2.3074
C 2.1686 3.0712 -5.7065
H -2.4869 -3.9864 4.7558
H 1.9236 -4.8029 -4.4720
H 0.1095 -3.9700 2.1938
C 2.5528 3.1562 3.8773
H -1.7699 -3.8385 -3.3061
H 4.0637 -1.5784 3.2363
C -0.8091 1.6560 -2.3081
C 1.5872 0.6920 2.8851
H 7.0876 0.1761 0.7455
H -3.8974 -3.5049 5.7048
H -3.0424 3.1093 1.2148
C 1.8851 -3.9385 -3.8310
C -0.1000 1.5984 -5.0757
C 5.0887 0.9392 0.8740
H 3.0292 1.4779 0.8311
H 0.0895 -2.7380 0.9138
C -2.3134 -0.0200 3.7849
H 0.6870 -3.4832 4.7228
C 2.0788 -2.9620 -1.6563
C -2.3095 -3.1135 -2.7040
P 1.6617 -0.3831 -0.9346
C -1.1239 5.8825 1.1367
H 6.4714 -1.6376 -0.8167
P -1.3177 1.5810 -0.5013
C 6.0648 0.0631 0.4225
C 2.9210 1.9541 4.4834
C 2.1486 -4.0703 -2.4742
H 2.9221 4.0934 4.2599
H 2.6890 -0.1611 4.5347
H 0.6321 1.9132 1.3820
H -0.5699 1.7035 -7.1481
C -3.7659 2.3095 -1.6632
C 0.9298 -2.4294 4.6340
C 0.7185 -3.2504 1.6546
H -5.6430 2.9258 -2.4623
C 1.2488 1.9385 2.2755
H -1.6169 -2.8458 2.5178
N -3.2505 -1.0178 5.5272
C 1.7595 -1.7037 -2.1808
H -0.9600 0.9848 -4.8548
H 3.7807 -2.1699 1.6146
C -5.1423 2.2605 -1.7781
H 2.6537 2.9892 -3.6404
N -2.0235 -1.9296 2.3379
H -2.8077 -2.0417 1.6922
C -3.8669 0.6038 0.0340
C 3.4808 -2.2838 2.6535
C 1.5650 -2.6962 -4.3578
N -2.4447 -1.3546 3.5272
H 1.6711 -2.2154 5.3945
C -3.3763 -3.3589 4.7640
H -2.9829 5.3920 2.0845
H -4.1895 -4.0600 -2.0912
H -1.2357 2.5890 -2.7028
H 0.6478 3.8213 -0.8689
H 4.1765 -1.8908 -1.5758
H -2.7515 -4.6256 -1.2238
H 1.4524 -3.8442 1.1198
C 1.6370 1.3010 -1.8546
H -3.6635 -2.9973 0.3199
C 3.4147 -0.2365 -0.4134
C 5.7192 -0.9536 -0.4533
C 0.8158 1.9293 -4.0590
H 1.6943 2.0216 -1.0253
C -1.3734 -2.3062 -1.8089
C -2.1820 5.0437 1.4522
*
```

***

Record 3
Formula: C19H36F8O6Si2
Source: the OMol25 dataset
Level of theory: ωB97M-V with the def2-TZVPD basis set

Energy   -2574.958375 Eh
Energy above the lowest of the compared OMol25 structures with the same formula, charge and spin   0.00 kcal/mol

Geometry as ORCA input:
```
! RIJCOSX wB97M-V def2-TZVPD def2/J DEFGRID3
* xyz 0 1
C 3.9451 2.2157 0.2169
H -5.0567 4.1064 0.0093
C 0.4756 -5.7741 2.5818
H 3.0571 -2.7860 -2.9088
H -7.7825 2.7819 0.5651
C -1.6174 3.6006 0.4224
C -8.7611 3.0925 0.2054
H 1.8609 -7.4075 2.4546
C -0.8318 -6.5312 2.5676
C 7.6191 0.5716 -0.6060
C 1.4624 1.5802 -0.3710
Si -5.3797 0.0599 0.3675
H -4.5967 -0.6576 1.3981
C 3.6972 -3.4034 -2.2763
H 3.1872 -2.1525 0.2080
H 7.0644 0.4508 0.3258
H -9.3966 3.3600 1.0515
C 2.3759 -2.7805 -0.1645
H 10.8046 -0.2475 0.5512
H -0.3374 3.4630 -2.5985
C -0.2660 3.2629 -1.5237
C 9.7487 -0.4570 0.4007
H -4.7318 -0.1951 -0.9367
H 9.2662 -0.6174 1.3664
H 4.5712 3.1027 0.3698
F 2.0559 0.4058 -0.6721
H 0.4126 4.0041 -1.0925
F 2.7715 3.1528 -1.5886
H 9.6370 -1.3716 -0.1840
O 2.7691 -5.0345 -0.8140
H -1.7107 4.6829 0.5933
H -11.4687 2.4719 -0.3589
H -11.1119 1.3560 -1.6990
H -6.7696 -0.4061 0.3546
C -2.7965 2.8439 1.0258
H 7.4317 -0.3089 -1.2232
C -10.7656 2.2335 -1.1588
F 3.7617 1.5679 1.3917
F 2.1624 3.6955 0.4657
H -3.0061 3.2788 2.0098
C -9.3951 1.9702 -0.5814
O -1.5486 3.3661 -0.9859
O 9.7218 1.6803 -0.6442
C 0.3165 1.8286 -1.4022
H -2.4996 1.8005 1.2072
H 4.0457 -4.2656 -2.8395
H 1.6921 -2.1461 -0.7293
O -8.8312 0.9137 -0.7398
C 2.5749 2.6650 -0.3313
H -1.6072 -5.9362 3.0436
F -0.6618 0.9587 -1.0697
H -8.6563 3.9774 -0.4254
F 4.5539 1.3704 -0.6488
H 1.8484 -3.2268 0.6762
C 2.9303 -3.8616 -1.0584
H -0.7205 -7.4789 3.0970
H 4.5504 -2.7946 -1.9716
O -5.3772 1.6842 0.7183
C 1.6600 -6.4598 1.9509
H 2.5340 -5.8179 2.0179
F 0.9313 1.4750 0.8537
O 0.5607 -4.6697 3.0671
H -0.6853 3.2765 0.9018
H -4.1042 2.4088 -1.3878
H 7.2711 1.4589 -1.1276
C 9.0964 0.7000 -0.3182
H -10.7274 3.0886 -1.8357
H 1.4591 -6.6657 0.8991
Si -4.3723 2.7946 0.0068
F 0.8101 1.4501 -2.6082
H -1.1210 -6.7549 1.5394
*
```

***

Record 4
Formula: C11H29Cl4N7O14
Source: the OMol25 dataset
Level of theory: ωB97M-V with the def2-TZVPD basis set

Energy   -3712.187459 Eh
Energy above the lowest of the compared OMol25 structures with the same formula, charge and spin   691.56 kcal/mol

Geometry as ORCA input:
```
! RIJCOSX wB97M-V def2-TZVPD def2/J DEFGRID3
* xyz 0 1
C 3.2679 -1.0398 2.9074
C -0.0360 -3.2309 -1.6261
O -2.3507 1.7355 -2.0464
C -3.5708 -0.7393 -2.6874
N 0.3787 -2.5233 -0.3557
C 2.2709 -0.1654 -1.6814
C -0.4229 -2.1997 2.6291
H 0.7942 -3.5204 -2.2702
N -2.5867 1.2713 0.6880
O 1.4215 -2.9340 0.1638
H 3.0056 -0.2142 -3.7929
Cl 3.3773 -3.4919 1.4191
O 0.1111 -1.4717 4.7523
O -1.8929 1.1991 1.6973
H 1.6314 3.3915 1.5862
O -1.1708 3.3691 0.4224
H 4.2929 -1.0186 3.2776
C -0.6952 0.1384 0.4634
H -2.9938 2.7781 -0.6812
H -0.5314 -3.1805 3.0923
C 3.2932 -0.4328 -2.7645
H -0.7397 -2.5956 -2.1640
N -0.4412 -1.1591 3.7031
H 0.6104 -2.1714 2.2835
H 0.7376 2.5258 -2.0237
N -2.3055 -1.1119 -2.0606
N 0.7572 -0.1270 0.8842
H -4.3793 -1.4603 -2.5667
H -0.0805 1.0220 -1.7017
H -0.5569 -4.0635 -1.1531
O -1.7056 -0.3710 -1.3085
H -3.3092 -0.5976 -3.7361
N -0.2898 3.9006 1.2021
H -2.6306 3.3225 0.9732
H 3.4878 -1.5050 -2.7905
Cl 2.2887 -1.7664 4.1916
O -1.5013 3.6680 -2.5209
O -0.3249 -1.5738 -0.0066
Cl 4.9137 0.3612 -2.4633
H -3.7985 0.2082 -2.1990
H -0.9194 -0.1123 -0.5735
H -1.1306 -1.9063 1.8537
Cl 1.8366 1.5354 -1.6755
O 0.8717 -0.8923 1.8199
H -0.0014 1.4923 -3.4130
C -3.1629 2.5810 0.3774
C 2.9406 -1.7296 1.4848
H 2.8761 -0.0356 2.7460
C -0.0490 1.8663 -2.3903
H 3.2421 -1.2791 0.5391
H -0.8736 1.2068 0.5842
H 0.5364 3.0516 2.9639
O -2.8802 0.3462 -0.0678
H 2.4196 -0.4655 -0.6441
O -0.1637 5.0693 1.4310
O -0.9105 -0.1033 3.4472
N -1.4177 2.4549 -2.2799
H 1.3807 -0.6939 -2.0226
H 1.8537 -1.7249 1.4025
O 1.6533 0.2830 0.1443
H 0.4224 2.0496 1.3996
H -1.3292 -0.5589 1.0110
H -4.2346 2.5610 0.5752
O -1.9452 -2.2202 -2.3313
C 0.6589 2.9980 1.8821
*
```

***

Record 5
Formula: C28H39N5O6
Source: the OMol25 dataset
Level of theory: ωB97M-V with the def2-TZVPD basis set

Energy   -1815.734177 Eh
Energy above the lowest of the compared OMol25 structures with the same formula, charge and spin   0.92 kcal/mol

Geometry as ORCA input:
```
! RIJCOSX wB97M-V def2-TZVPD def2/J DEFGRID3
* xyz 0 1
C 1.3572 -1.1463 -3.3957
H -4.2497 0.1298 1.5648
C 0.4526 0.3441 3.8789
C -4.2294 -1.6461 -4.6238
H -0.6476 -1.3930 0.2876
C -2.4562 -1.2241 -2.2637
C 5.9874 2.6576 1.8012
H -5.4588 0.6606 -3.7950
H -3.6570 -2.1416 2.5164
C -2.9563 -0.0215 -0.1512
H -3.5330 -2.4654 -4.4698
H -1.6656 -3.2930 1.5059
H 6.4997 3.3848 2.4264
N -2.3015 -1.0459 -0.9340
H 6.4020 2.7163 0.7973
H -0.1452 0.1503 -1.6938
H 1.8404 2.8773 0.8457
C 2.2660 1.8833 1.0289
H 4.7646 0.5120 -4.0899
C 2.3137 -1.8098 -4.1440
C -1.7315 -1.1894 3.8539
C -3.5825 -0.3241 -4.2108
H -5.1232 -1.8262 -4.0299
H 0.0662 1.6013 -2.7134
O -0.2163 0.9204 1.6606
H -1.0497 -2.6837 -0.8633
H -0.7471 -1.2758 6.3022
H 3.0546 1.7068 -2.7766
H 0.4052 -1.6152 -3.1964
H -2.1877 0.6165 0.2983
H -3.0656 -3.2712 0.4235
H -1.6049 -0.8853 -4.8754
H 3.1696 4.5990 1.2939
C 2.8506 0.7167 -3.1604
N -2.0330 -0.8942 2.5867
H -4.6393 -1.2112 0.4769
O -2.3271 -1.9856 4.5669
H -3.5721 0.5867 -0.8123
H -1.8329 0.8555 -4.6736
H 2.1011 -2.7968 -4.5268
H 4.1021 2.8588 2.7965
H 4.1532 0.8970 1.1356
O 1.1458 1.6191 -1.0243
C 3.5406 -1.2187 -4.3940
C 1.6219 0.1237 -2.9017
H 4.0398 2.0915 -0.1552
H 4.2879 -1.7422 -4.9720
O -3.3032 -0.3185 -2.7930
N -0.2002 -0.6885 5.6890
O 1.7688 -0.2668 0.0306
H 4.5875 4.4699 0.2508
C 0.5821 0.8583 -2.0980
H 1.4542 -0.0232 6.8691
C -1.4702 -1.9533 -0.1701
C 4.2289 4.3579 1.2718
H -4.5049 -1.6072 -5.6740
H 4.7505 5.0782 1.8975
C -3.0054 -1.6212 1.8045
C 4.4862 2.9392 1.7737
N 1.3733 0.5949 4.8588
C -2.3046 -0.0657 -5.0095
C -3.8224 -0.6559 0.9408
C 3.8088 0.0459 -3.8988
C -2.3066 -2.6500 0.9020
H -1.4459 -0.2150 2.0988
H -4.8547 0.9127 -5.4390
C -0.5504 -0.4682 4.3895
N 1.8728 1.4033 2.3329
C 3.7887 1.8970 0.8896
H 2.5432 1.3339 3.0845
C 1.6843 0.9300 -0.0265
C 0.6503 0.9007 2.5361
C -4.5686 0.8314 -4.3948
O -1.8733 -2.0868 -2.8879
H -4.1123 1.7654 -4.0772
H 6.1877 1.6647 2.1971
C 0.9520 -0.0295 5.9225
H -2.5456 0.0250 -6.0649
*
```

***

Record 6
Formula: C9H12O3S3
Source: the OMol25 dataset
Level of theory: ωB97M-V with the def2-TZVPD basis set

Energy   -1770.423678 Eh

Geometry as ORCA input:
```
! RIJCOSX wB97M-V def2-TZVPD def2/J DEFGRID3
* xyz 0 1
O -0.8551 2.8089 -3.1619
C -1.5913 -3.4106 3.1941
H 1.1613 2.6791 -2.7749
H 1.2385 4.0114 0.8884
S 1.0073 -1.2608 -0.5938
H 1.4637 1.0517 -0.3566
C 0.0479 3.2577 -1.0156
H -0.7637 -5.1966 2.3175
H -1.0564 2.0399 -3.7165
C 1.2964 0.4174 -1.2260
H -2.1636 -3.7855 4.0198
C 0.1164 0.9184 -2.0472
O -0.3488 0.3214 0.9870
H 2.2040 0.3686 -1.8282
H -0.8220 0.7128 -1.5194
H -0.4263 4.2069 -1.2639
C -0.2323 -3.3083 1.3413
S 1.6926 3.6105 -0.2946
O -0.0094 0.2495 -3.2810
C 0.1910 2.4421 -2.2982
C -0.8548 -4.1258 2.2951
H -0.5461 2.7228 -0.2758
H 0.3923 -3.6688 0.5440
H 0.8378 0.2742 -3.7433
C -0.5057 -1.9750 1.5293
S -1.5447 -1.7278 2.9000
C -0.0626 -0.8322 0.7722
*
```

***

Record 7
Formula: C8H40N16O12
Source: the OMol25 dataset
Level of theory: ωB97M-V with the def2-TZVPD basis set

Energy   -2108.186506 Eh
Energy above the lowest of the compared OMol25 structures with the same formula, charge and spin   0.00 kcal/mol

Geometry as ORCA input:
```
! RIJCOSX wB97M-V def2-TZVPD def2/J DEFGRID3
* xyz 0 1
O -5.3596 -1.6344 1.2341
C -3.4298 -1.0153 4.3203
N 3.3818 0.8045 -2.7671
H -0.9057 0.6794 -4.8725
N 0.3664 -0.0700 2.4573
N -0.9069 -3.3674 0.2724
N -3.3579 -0.1900 3.2313
O 3.6674 -2.7202 -0.5397
N 3.9565 3.1915 0.1616
H -2.4242 -2.9349 3.3722
H -0.6316 0.9976 -2.7858
H -1.0904 -4.3269 0.2489
O 0.6260 -1.7179 0.0884
O 0.1289 4.2222 -0.3432
H 3.8832 0.0545 -2.2947
H -2.6818 0.5651 3.1850
H 1.9333 -3.3578 -1.3005
H -0.9813 -3.5731 3.4478
C -1.9349 -0.3445 -3.4485
H 0.3148 4.8707 3.1507
C 2.0386 0.5878 -2.9528
H -0.0454 4.3948 -1.2751
O -1.6602 -3.1621 2.8151
N 0.9519 -3.6427 -1.0458
H 3.8598 -0.0068 1.0177
H -0.5566 3.8564 2.4201
O 1.2325 1.5023 -3.2322
H -4.7778 -2.0255 3.2881
N -4.6886 -0.0562 -0.3615
O -2.7100 -0.8463 5.3004
H -5.2702 0.7375 -0.0111
N -4.5369 -2.3041 -0.7923
H -4.2968 -0.0641 -1.3319
H -0.1179 -0.5077 3.2869
H -3.7975 -2.1784 -1.5517
C -0.1019 1.1078 1.9838
H 3.3414 4.0015 0.2207
H -1.2583 -2.9202 1.0910
O -0.6575 1.9931 2.6544
H 5.8379 -0.5991 0.1280
H -1.9144 -0.6633 -5.3623
O -0.3444 4.7852 2.4298
O -0.5411 3.0554 -4.7218
C 4.2842 2.4098 1.2811
N 3.3986 -0.7971 0.6060
N -1.3704 0.3875 -2.4224
O 5.2360 1.6549 1.2522
H 0.4681 -0.7372 1.6783
C 0.2464 -2.8575 -0.2289
H 2.4570 -1.0641 0.8407
H 4.7380 3.1471 -0.4835
N -1.4278 -0.1456 -4.6414
H 0.5836 0.6465 0.1265
H 2.2918 -1.4508 -2.6487
H -0.1142 4.9715 0.1783
H 5.8899 -2.1356 -0.5686
H -1.8590 0.3345 -1.5104
H 3.7414 1.7532 -2.5959
H 0.2096 2.4634 -4.4177
N 0.1326 1.3723 0.6674
N 1.7090 -0.7392 -3.0497
C -4.8729 -1.3181 0.1191
N 3.4044 2.6420 2.3208
H -3.7528 -0.4761 2.3760
C 4.1322 -1.6626 -0.1287
H 2.5095 3.1068 2.1365
H 0.5521 -4.4622 -1.3999
H -4.4572 -2.7203 4.8358
N 5.4204 -1.2744 -0.4510
H -4.5537 -3.1905 -0.3320
H 3.3440 1.8434 2.9055
N -4.3010 -2.0319 4.1392
H 0.0871 2.4488 0.4921
H 0.7245 -0.9512 -3.0977
O -2.7621 -1.2023 -3.1340
H -0.6299 2.8563 -5.6606
*
```